# 1
Below is a structure of composition C21H43BiGeN2O5Se2Te2, with properties calculated with the ωB97M-V functional and the def2-TZVPD basis.

The value obtained for the energy above the lowest of the compared OMol25 structures with the same formula, charge and spin is 1.1591 eV. Its HOMO energy (alpha / beta) is -10.5 / -10.6 eV. For the LUMO energy (alpha / beta), the calculation gives -0.108 / -0.165 Ha. As for the molecular weight: 1098.294 g mol⁻¹. As for the expectation value of S²: 0.757.

Geometry as ORCA input:
```
! RIJCOSX wB97M-V def2-TZVPD def2/J DEFGRID3
* xyz 1 2
C 4.18941 -2.14869 -0.08819
H -2.37535 2.23574 -2.25154
H -1.02698 -1.70264 -3.66661
N -0.58161 2.38821 1.52032
H -3.98752 1.22483 -0.74653
H -2.47365 2.18005 0.77838
C -3.49349 0.26066 -0.93984
Ge 1.44758 -1.27470 -1.46940
C -1.20630 5.08671 1.99328
Se 1.45692 0.40506 2.91893
N -1.46927 6.37968 2.22318
C 0.04633 4.54554 2.33028
Te -0.18405 -2.91635 4.52488
C -1.89568 1.25553 -2.34775
H 1.68582 1.41266 -3.24196
H -3.14205 -1.59597 0.12979
H 3.44418 1.12782 -0.00919
H -0.02704 -4.62208 -3.45877
H -3.98290 -0.19501 -1.81123
H -2.39975 -1.86943 -2.56840
H 0.81230 5.15007 2.78902
H -1.93554 -4.85376 -1.82909
H 3.94627 -2.50028 -1.09139
H 3.20455 -4.43730 0.97933
H 2.97781 2.57351 -2.89585
H 5.03668 -2.71563 0.28385
H -2.37226 6.77694 2.04234
C -1.49398 -4.08880 -1.19836
C 2.97192 -2.30684 0.83114
C -2.13259 4.19876 1.40971
H 4.15609 -2.81365 2.55636
C -0.69837 -3.09756 -2.05214
C 1.02864 3.28268 -1.25463
C 2.97978 2.10311 -0.13714
O 0.99590 0.88790 -0.83739
H 1.07086 -4.33902 -2.10954
Bi 0.00222 0.12388 0.87074
H 2.09467 -3.92804 -0.29373
H -2.26486 0.76162 -3.25126
H -4.84225 -0.44010 2.64219
H 4.46496 -1.09814 -0.14231
C 2.42280 -3.72894 0.72235
H -4.75431 -0.86045 0.36685
H -2.28194 -3.58340 -0.64527
C -3.68128 -0.64963 0.26837
H -0.78816 6.94537 2.70058
H 0.17156 3.24666 -0.59052
O -3.20826 0.00096 1.43679
C 3.42041 -2.06776 2.27430
H 1.64224 4.13756 -0.98645
H -3.49843 -1.60682 2.71660
C 2.46691 1.68761 -2.53368
C 0.39732 -3.85659 -2.81368
H 2.57862 -2.14597 2.96013
C 1.85216 1.98368 -1.16118
H -3.11551 4.54765 1.13207
H 2.60846 2.44256 0.82621
O -0.13212 -2.12872 -1.17687
H -3.32563 0.01981 3.44854
H 1.57464 -3.87858 1.39019
H 0.66318 3.43155 -2.26764
H -0.83803 -4.55916 -0.46895
H 3.18212 0.87019 -2.45960
H 3.86456 -1.08159 2.38610
C -1.60671 -2.40883 -3.07275
O -2.12215 0.46725 -1.20172
Se -1.11587 -3.37572 2.35591
C 0.29980 3.22922 2.07171
H 3.72790 2.80293 -0.49673
C -1.77971 2.88844 1.19746
Te -0.23606 -0.19922 4.65383
H 1.25687 2.82409 2.35848
H -2.05132 -3.14665 -3.73545
H -0.81980 1.37907 -2.41322
C -3.75262 -0.54581 2.62025
H 0.96974 -3.15589 -3.42578
O 1.98121 -1.34186 0.43131
*
```

Löwdin population analysis, charges in e, atoms 1 to 4: atom 1 (C): -0.0502, atom 2 (H): 0.1005, atom 3 (H): 0.0872, atom 4 (N): -0.1396

---

# 2
Below is a structure of composition C21H43CaO11S4, with properties calculated with the ωB97M-V functional and the def2-TZVPD basis.

Its HOMO energy (alpha / beta) is -13.4 / -13.4 eV. For the LUMO energy (alpha / beta), the calculation gives -0.258 / -0.439 Ha. As for the molecular weight: 639.910 g mol⁻¹. As for the expectation value of S²: 0.759.

Geometry as ORCA input:
```
! RIJCOSX wB97M-V def2-TZVPD def2/J DEFGRID3
* xyz 2 2
C 6.72615 -37.27574 34.44444
O 9.61510 -38.23508 36.08958
C 5.37387 -34.99027 37.87001
O 9.09466 -33.33441 43.20712
H 0.52899 -39.56034 37.42655
H 0.80243 -41.04783 38.27761
S 8.85514 -38.86554 35.00663
C 6.76982 -34.81181 38.33051
S 8.82112 -28.51998 38.33915
H 4.07483 -38.14115 38.05230
C 1.16597 -33.76013 36.61467
H 6.00289 -37.50138 33.66082
H 6.95008 -40.06169 36.47494
H -0.67353 -34.16686 36.92733
H 8.69291 -29.37062 36.04591
H 5.10582 -35.90970 37.34952
C 8.31476 -35.75569 42.49027
H 6.53472 -36.23474 34.70476
C 6.21947 -29.22546 38.03106
H 5.86765 -28.38450 37.43348
H 5.14576 -34.13989 37.22743
O 7.20134 -33.59768 38.44187
C 7.03137 -30.10508 37.16706
S 2.22581 -37.82722 39.35114
H 8.09524 -37.96198 33.01838
H 2.61347 -32.18992 36.42419
C 1.15877 -40.02170 38.18723
H 2.77154 -40.35319 36.72449
O 9.08282 -27.24742 37.58698
H 5.30283 -35.53178 42.31787
H 8.07065 -36.24565 41.54769
H 1.31323 -33.85926 37.69011
C 6.48263 -33.70467 42.03119
H 5.07994 -34.56293 43.61157
H 6.95731 -40.11264 34.63280
C 2.12491 -34.78864 36.02606
C 2.65999 -39.96787 37.73798
C 8.17188 -37.47528 33.99067
H 6.74145 -36.68574 43.75044
C 1.58362 -32.39523 36.13203
H 5.31774 -29.72485 38.38546
C 7.06619 -28.59926 39.15301
H 1.56893 -32.31309 35.04523
H 2.26831 -35.60856 36.72980
H 9.24994 -30.55471 37.24325
H 6.76313 -37.74597 36.59874
O 7.52836 -35.78547 38.39807
C 5.87972 -34.83085 42.92118
O -0.18978 -33.95109 36.12669
C 6.39084 -38.16705 35.66483
C 8.53138 -29.75773 37.05198
H 7.05003 -31.13793 37.51489
C 7.02246 -35.68244 43.43027
H 6.80370 -27.58781 39.46312
O 9.52109 -39.82178 34.16672
H 2.77998 -37.77789 36.99710
C 1.02640 -39.25287 39.51837
H 1.32858 -39.85730 40.37363
H 7.25412 -35.08084 44.30920
H 3.17267 -34.48927 36.05192
H 3.38011 -40.61688 38.23626
O 1.61485 -36.56503 39.00830
O 9.73950 -29.05405 39.33995
C 7.04500 -39.51227 35.53833
S 8.38237 -33.98958 42.06692
O 3.14288 -37.89866 40.45511
H 9.19359 -36.18769 42.96897
O 8.89093 -33.93761 40.66849
H 1.97308 -35.28946 35.06991
H 7.36580 -29.25675 39.96913
H 8.64457 -36.49425 34.03793
H 0.10566 -38.75835 39.82787
H 6.31440 -32.65397 42.26752
Ca 9.51382 -34.50769 38.58040
H 4.70252 -34.79139 38.70538
H 5.30838 -38.29302 35.68781
C 3.06457 -38.46118 37.79725
H 6.52547 -29.92589 36.21835
H 0.96365 -31.70060 36.69880
H 6.31975 -33.94641 40.98089
*
```

Löwdin population analysis, charges in e, atoms 1 to 4: atom 1 (C): -0.1747, atom 2 (O): -0.2080, atom 3 (C): 0.0121, atom 4 (O): -0.3016

---

> Which value of molecular weight does entry 2 give?

639.910 g mol⁻¹